DFT (wB97M-V/def2-TZVPD) results for 11 unconnected molecules or ions with the total composition C33H88O33S11 in a non-equilibrium geometry.

```
! wB97M-V def2-TZVPD RIJCOSX def2/J DEFGRID3
* xyz 0 1
H 4.906 15.113 -4.546
C -1.018 -2.249 9.170
H 0.020 -2.430 9.448
O 11.711 2.167 -4.461
H 4.910 -0.975 -13.979
H 3.999 12.150 -5.804
H -6.427 15.515 2.560
O 2.515 -0.443 -0.502
H -4.078 13.733 0.729
H 7.668 1.747 -2.955
O -6.309 15.150 0.453
H -0.817 -10.282 5.224
C -3.174 -12.768 7.448
H -4.927 15.735 1.937
H -9.414 -6.487 7.251
H 0.029 1.554 1.394
O 4.553 11.057 -3.471
C 6.257 -7.076 6.970
H 4.041 14.640 -2.070
H -2.972 -1.693 9.522
O 5.578 -7.120 5.722
H -8.206 -6.102 8.555
H -10.456 5.649 -0.750
H 4.608 -6.095 7.969
O 0.660 1.248 -0.471
O 7.489 -7.621 4.129
H -0.283 -7.972 -8.307
C -9.187 4.267 -1.848
H -0.964 -1.237 8.768
S 11.109 1.625 -5.707
S -9.094 -4.017 7.714
H -2.537 -4.240 13.650
C -8.703 -3.158 4.505
C 4.423 -1.872 -13.595
O -1.253 -1.976 13.749
O 2.549 -11.691 -10.297
C 1.413 -9.344 -8.492
H -5.327 5.119 -1.640
O -4.821 -11.315 9.082
H 11.377 -0.509 -4.639
H -3.602 -12.563 6.467
C 11.503 -0.214 -5.680
C 0.803 -7.979 -8.397
S 6.298 -6.763 4.250
C -1.901 -10.170 5.192
C 4.506 -9.841 -10.966
H 5.084 -10.337 -11.746
H 1.772 1.351 1.203
O -6.092 2.991 0.078
C -2.662 -3.871 12.631
H -1.227 -2.795 8.250
C 6.706 -5.073 4.655
H 1.543 -9.635 -7.450
H -2.580 -4.723 11.956
C 5.695 -6.052 7.902
H -1.097 -0.817 0.525
C 4.386 13.908 -2.801
H -8.711 4.323 -2.827
S -6.834 3.196 -1.209
O -6.842 12.740 1.477
H 5.899 -5.017 7.628
S -3.466 -11.252 8.499
O 0.640 -0.488 -2.235
C -9.151 -5.834 8.083
C -0.068 -1.162 0.430
H 0.757 -10.096 -8.932
H -4.568 12.103 0.037
S 1.060 -0.303 -0.864
H -8.453 -2.189 4.938
O 4.385 -2.699 -10.922
C 2.755 -0.179 -10.199
H 2.236 12.654 -5.660
C -5.967 15.869 1.638
H -5.640 17.722 0.592
S -6.424 13.502 0.275
H 6.268 -7.920 7.660
O -7.223 2.082 -2.025
H -8.251 -3.193 3.513
H 10.869 -0.766 -6.374
H 1.257 1.388 -10.654
H -8.368 -5.312 5.236
H -2.095 -12.903 7.375
O 9.434 1.441 -5.625
O 5.245 -6.710 3.269
H 1.821 1.378 -8.921
H -8.948 6.202 -1.370
C -2.177 -2.230 10.039
H 0.110 3.852 0.596
C -2.060 -9.961 6.735
C 1.036 3.278 0.623
H 3.763 -9.143 -11.352
H 1.603 3.800 1.393
H 2.816 2.054 -10.236
O 2.057 11.234 -3.117
C 8.791 0.884 -4.495
S -1.307 -2.709 12.513
H 2.555 10.934 -5.866
O 4.283 -11.186 -8.501
S 3.459 -10.747 -9.668
H 5.839 -4.424 4.779
O -2.285 -11.190 9.311
O -6.989 13.276 -1.053
H -5.055 3.897 -2.792
H -6.419 17.978 2.052
H 7.013 2.020 -4.545
H 0.462 -1.165 1.383
O -1.869 -1.713 11.277
C -7.981 -4.294 5.277
H 3.350 -1.947 -13.768
H 12.540 -0.269 -6.011
H -2.587 -3.226 10.210
H 3.347 -0.558 -9.366
H -2.313 -11.092 4.783
C -5.863 4.404 -2.264
H 6.313 14.853 -3.518
C 0.873 1.749 0.732
H -3.612 -13.600 7.998
C 5.395 14.395 -3.888
O -7.790 -3.979 6.640
H -9.971 -5.978 8.787
H 4.832 -2.829 -13.920
H -7.392 17.281 0.805
H 8.202 -0.015 -4.674
C 2.098 1.277 -9.970
O 5.871 -0.770 -11.615
C 7.941 2.021 -3.974
H 0.910 -7.459 -9.349
H 7.339 -4.675 3.862
H 4.906 13.166 -2.195
O -8.700 -3.347 8.924
O -0.157 -3.447 12.156
O -3.378 -10.114 7.306
S 3.295 11.749 -3.672
H 1.911 -0.867 -10.245
O -8.135 4.087 -0.893
H 5.142 -9.157 -10.406
H 0.998 -7.358 -7.523
H 5.816 13.721 -4.634
H -9.792 -3.193 4.469
H -10.400 5.835 -2.533
C 2.984 11.874 -5.518
S 4.617 -1.509 -11.699
H -2.273 -9.362 4.563
H 7.286 -6.734 6.854
H 9.563 0.636 -3.767
H -6.975 -4.333 4.857
H 1.739 3.495 -0.182
O 3.415 -0.329 -11.455
C -4.644 13.188 -0.027
H -0.133 -2.192 0.080
H -3.547 -3.250 12.497
H 8.436 2.991 -3.913
H 7.268 -4.935 5.578
O 11.410 2.246 -6.978
H -1.736 -8.973 7.061
O 3.330 13.354 -3.515
H -6.480 4.912 -3.005
H -1.378 -10.716 7.126
H 6.030 -6.270 8.916
H -4.370 13.610 -0.994
O 2.653 -9.298 -9.186
C -9.823 5.609 -1.637
H -9.877 3.424 -1.810
C -6.390 17.259 1.233
O -10.338 -3.593 7.000
*
```

Summary:
LUMO level = 0.1 eV
E_tot = -222388.175 eV
ΔE to the lowest compared entry with this formula, charge and spin = 1021.9 kJ/mol
molecular weight = 1365.771 g mol⁻¹
HOMO = -0.394 hartree

Atomic partial charges in e from the Mulliken method, atoms 1 to 2:
1. H 0.32
2. C -1.11